<A>
# C2H6FP

2 unconnected molecules or ions with the total composition C2H6FP (wB97M-V/def2-TZVPD, the OMol25 dataset).

```
! RIJCOSX wB97M-V def2-TZVPD def2/J DEFGRID3
* xyz 0 1
C 0.258 0.034 0.610
H -0.920 -1.041 1.766
C -0.903 -0.915 0.732
H 0.011 1.773 -2.145
H 1.295 -0.482 0.678
H -0.827 -1.756 0.133
F 0.190 1.171 1.275
H -1.773 -0.431 0.384
P 0.709 0.499 -1.948
H 1.960 1.148 -1.484
*
```

Results
LUMO energy	0.16	eV
frontier orbital gap	0.31059	Eh

=====

<B>
# C2H6FP

A molecular structure, C2H6FP (wB97M-V/def2-TZVPD, the OMol25 dataset).

```
! RIJCOSX wB97M-V def2-TZVPD def2/J DEFGRID3
* xyz 0 1
C -0.515 0.563 1.017
F 0.474 1.696 -0.832
H 1.514 0.301 0.140
H 1.133 -1.797 -1.558
P -0.077 -1.135 -1.772
H -1.373 -0.075 0.815
H -0.704 -1.919 -0.800
H -0.050 0.228 1.942
H -0.888 1.579 1.151
C 0.486 0.558 -0.102
*
```

Results
LUMO energy	0.48	eV
frontier orbital gap	0.34320	Eh

=====

Most stable one: <B>, least stable one: <A>.

=====

<A>
# CH5FN2

A single CH5FN2 molecule (wB97M-V/def2-TZVPD, the OMol25 dataset).

```
! RIJCOSX wB97M-V def2-TZVPD def2/J DEFGRID3
* xyz 0 1
H -0.407 0.327 1.296
H 1.130 0.209 -1.217
H 0.039 -1.802 0.306
H -1.021 1.126 0.132
F -1.199 -1.186 -1.098
H 0.526 1.851 0.907
N 0.756 -0.099 -0.330
C -0.042 0.874 0.499
N 0.218 -1.299 -0.494
*
```

Results
LUMO energy	1.07	eV
frontier orbital gap	0.40977	Eh

=====

<B>
# CH5FN2

2 unconnected molecules or ions with the total composition CH5FN2 (wB97M-V/def2-TZVPD, the OMol25 dataset).

```
! RIJCOSX wB97M-V def2-TZVPD def2/J DEFGRID3
* xyz 0 1
F 1.717 -0.819 -0.237
H -1.253 -1.872 0.836
H 0.240 1.775 0.638
C 0.587 1.104 -0.073
N -1.677 -1.048 0.356
H 1.543 1.492 -0.466
H -1.872 -1.487 -0.581
N 0.777 -0.143 0.540
H -0.061 0.996 -1.012
*
```

Results
LUMO energy (alpha / beta)	-0.25 / -0.44	eV
frontier orbital gap (alpha / beta)	0.38213 / 0.34929	Eh

=====

Most stable one: <A>, least stable one: <B>.

=====

<A>
# F2O2S

3 unconnected molecules or ions with the total composition F2O2S (wB97M-V/def2-TZVPD, the OMol25 dataset).

```
! RIJCOSX wB97M-V def2-TZVPD def2/J DEFGRID3
* xyz 0 1
F -0.843 -2.441 0.518
F 2.060 1.045 -1.264
S 0.044 0.655 0.179
O -1.101 1.494 -0.097
O -0.160 -0.753 0.663
*
```

Results
LUMO energy (alpha / beta)	-4.82 / -2.86	eV
frontier orbital gap (alpha / beta)	0.28158 / 0.36999	Eh

=====

<B>
# F2O2S

A molecular structure, F2O2S (wB97M-V/def2-TZVPD, the OMol25 dataset).

```
! RIJCOSX wB97M-V def2-TZVPD def2/J DEFGRID3
* xyz 0 1
O 0.295 1.370 -0.424
O -0.458 -0.953 1.293
S -0.189 -0.763 -0.065
F -1.020 1.400 -0.662
F 1.246 -1.495 -0.352
*
```

Results
LUMO energy (alpha / beta)	-1.91 / -1.90	eV
frontier orbital gap (alpha / beta)	0.32761 / 0.32766	Eh

=====

Most stable one: <B>, least stable one: <A>.